Entry 1:
# C39H60F5N5SSiV

A structure of composition C39H60F5N5SSiV at a distorted geometry (ωB97M-V/def2-TZVPD, the OMol25 dataset).

XYZ file:
```
112
Properties=species:S:1:pos:R:3
V -3.3523 -19.7257 0.4679
F -7.3253 -16.8523 6.4062
C -6.7669 -17.4926 5.3667
C -5.4624 -17.1247 4.9958
F -4.8704 -16.0924 5.6052
C -4.8706 -17.8052 3.9604
F -3.5950 -17.5161 3.6431
C -5.5571 -18.8027 3.2346
S -5.1275 -19.8550 1.7377
C -6.8402 -19.1445 3.6737
F -7.5863 -20.0461 2.9861
C -7.4601 -18.4817 4.7235
F -8.6698 -18.8613 5.1850
C -0.8596 -19.8787 7.1160
C -1.7041 -20.1665 5.8952
C -3.0937 -20.7250 6.1396
C -3.8738 -20.3977 7.2310
C -5.1460 -21.0143 7.3791
C -5.4222 -22.1045 6.5866
C -4.7421 -22.3005 5.3880
C -5.3520 -23.3547 4.4887
C -5.3463 -24.7394 5.1061
C -3.5945 -21.5873 5.0808
N -2.9784 -21.5111 3.8808
C -2.7666 -22.4555 3.0123
C -2.2632 -22.2894 1.6927
C -1.6524 -23.3386 0.9711
C -1.0499 -22.7473 -0.1584
C -1.2382 -21.3718 -0.0633
N -2.0433 -21.0890 1.0207
H 0.1948 -19.7143 6.7483
H -0.8312 -20.6876 7.8734
H -1.1695 -18.9722 7.6642
H -1.1589 -20.9304 5.2383
H -1.6964 -19.2955 5.2365
H -3.5212 -19.6582 7.9817
H -5.8205 -20.6802 8.1893
H -6.2677 -22.7557 6.8436
H -4.8143 -23.4047 3.5267
H -6.4036 -23.0947 4.2844
H -4.3113 -25.1278 5.2443
H -5.7980 -25.4791 4.4271
H -5.8243 -24.7756 6.0908
H -2.7493 -23.5056 3.2945
H -1.6251 -24.4046 1.2391
H -0.4343 -23.2195 -0.9429
H -0.7531 -20.6238 -0.6601
N 4.0940 -17.3989 0.1263
C 2.8480 -17.6716 0.9655
C 1.9788 -16.4008 0.9081
C 1.0363 -16.2128 2.1446
N -0.3341 -16.2516 1.6513
C 1.2165 -17.1736 3.3791
C 1.8678 -18.5333 3.0219
N 1.0901 -19.3176 2.0824
C 3.2367 -18.2730 2.3304
H 3.8065 -16.8470 -0.6899
H 4.4716 -18.2994 -0.1983
H 4.8220 -16.8587 0.5840
H 2.3512 -18.5153 0.3971
H 1.4549 -16.3969 -0.0606
H 2.6925 -15.5762 0.8789
H 1.2638 -15.2042 2.5396
H -0.4766 -15.5772 0.9229
H -1.0488 -16.0977 2.3501
H 0.2336 -17.3242 3.8936
H 1.9332 -16.7148 4.0824
H 2.0694 -19.1179 3.9284
H 0.2132 -18.8511 1.9485
H 0.9315 -20.2849 2.3993
H 3.7697 -19.2189 2.2272
H 3.8896 -17.5979 2.9156
C -6.9682 -19.7580 -1.9408
C -5.5926 -19.9827 -2.7218
C -5.8966 -19.6979 -4.2427
C -5.2721 -21.4848 -2.6514
Si -4.2559 -18.8451 -1.7749
C -2.6992 -18.7674 -3.0330
C -2.2901 -20.2099 -3.5008
C -1.4726 -18.1898 -2.2629
C -2.9132 -17.9319 -4.3122
C -4.9169 -16.9532 -1.6356
C -3.7476 -16.0526 -1.3239
C -5.7221 -16.4804 -2.8707
C -5.9026 -16.8681 -0.4430
H -7.7392 -20.3909 -2.4474
H -7.2524 -18.7199 -1.9551
H -6.8340 -20.0505 -0.8875
H -6.5607 -20.4590 -4.6046
H -4.9875 -19.7696 -4.8501
H -6.3123 -18.6990 -4.3880
H -6.1578 -22.0625 -3.0035
H -5.1602 -21.7372 -1.5605
H -4.3879 -21.8177 -3.2082
H -2.2286 -20.9198 -2.6805
H -1.3153 -20.1897 -4.0813
H -3.0235 -20.5820 -4.2390
H -0.6521 -18.3327 -2.9600
H -1.5352 -17.0888 -2.0513
H -1.1672 -18.7544 -1.3689
H -3.9021 -18.0928 -4.7893
H -2.1480 -18.2515 -5.0268
H -2.8408 -16.8568 -4.0938
H -3.1669 -15.8751 -2.2272
H -3.1437 -16.4778 -0.5040
H -4.0726 -15.0345 -1.0166
H -5.0589 -16.3869 -3.7407
H -6.1703 -15.5052 -2.5644
H -6.4991 -17.2044 -3.0303
H -5.6806 -17.5225 0.4135
H -6.9052 -17.1997 -0.7765
H -5.9580 -15.8377 -0.0596
```

Properties
- Expectation value of S²: 3.777
- Multiplicity: 4
- Total energy: -3926.645029 Ha


Entry 2:
# C39H61N15O14

A cluster of 15 separate species, C39H61N15O14 in total at a distorted geometry (ωB97M-V/def2-TZVPD, the OMol25 dataset).

XYZ file:
```
129
Properties=species:S:1:pos:R:3
N 36.1550 36.2580 4.9600
C 36.8140 36.4890 3.8320
C 37.9500 37.5800 4.2380
C 37.7870 37.6770 5.7620
C 36.6420 36.7640 6.1500
H 35.2400 35.8250 4.9920
H 36.5500 36.3100 2.7650
H 38.6070 38.1750 3.6400
H 38.3190 38.2880 6.4250
H 36.1910 36.3760 7.0520
N 38.0910 44.8200 0.2400
C 38.3410 43.5480 0.7710
C 37.6740 43.5720 2.0920
C 37.0220 44.9180 2.2170
C 37.3550 45.6680 1.0010
H 38.1450 45.1310 -0.6390
H 38.9620 42.8380 0.1820
H 37.8210 42.8650 2.8710
H 36.3780 45.2090 3.1090
H 37.2320 46.6050 0.5740
N 41.6840 41.9400 4.1360
C 42.0210 41.8900 5.4400
C 40.7240 41.1760 6.0760
C 39.7710 40.9350 5.0560
C 40.4310 41.5320 3.7700
H 42.3660 42.3530 3.2870
H 42.8570 42.1530 5.8600
H 40.7650 41.0440 7.1930
H 38.7540 40.4710 5.0980
H 40.2670 41.5260 2.5670
N 39.4060 41.3880 9.6770
C 38.2930 41.3620 8.9130
C 37.4610 40.1650 9.2940
C 38.2290 39.5590 10.4850
C 39.4720 40.4090 10.7190
H 40.0870 42.0160 9.4170
H 38.1680 41.9130 7.9010
H 36.3790 39.9660 8.9990
H 37.8620 38.7440 10.8850
H 40.4710 40.4070 11.4130
N 35.4120 39.1760 3.5480
C 35.6330 40.5860 3.6800
C 34.4380 41.3840 3.1830
C 33.6300 40.2380 2.6300
C 34.2440 38.9530 2.9360
H 35.9930 38.5490 3.7830
H 36.6320 40.9930 3.9840
H 34.2070 42.5440 3.2250
H 32.5970 40.3420 2.1230
H 33.7960 37.9490 2.7780
N 40.1370 44.3030 10.6370
C 41.4180 43.6400 10.7730
C 41.8180 43.3150 9.3380
C 40.7750 43.9830 8.4630
C 39.8500 44.6860 9.3290
H 39.4640 44.4740 11.2390
H 41.9920 43.3630 11.7070
H 42.6450 42.6690 9.1360
H 40.7600 43.9490 7.4090
H 38.9140 45.2400 9.1090
N 42.1120 38.7900 4.5130
C 41.5850 37.5770 4.7270
C 42.6950 36.5580 4.5010
C 43.9330 37.2960 4.2060
C 43.4740 38.7380 4.1480
H 41.6910 39.7230 4.5480
H 40.4120 37.6250 4.9660
H 42.5520 35.4170 4.6940
H 44.9100 36.9160 4.1700
H 44.1390 39.6700 3.7070
N 35.0730 43.4220 7.5700
C 35.5200 42.7060 6.5010
C 36.8170 43.2380 6.0730
C 36.9760 44.5330 7.0830
C 35.7870 44.4640 7.9550
H 34.1450 43.4770 8.0950
H 34.8680 41.9270 6.0840
H 37.4910 42.8270 5.4130
H 37.9470 45.1160 7.0650
H 35.3110 45.1590 8.6530
C 40.4680 37.7880 8.1450
N 41.5810 37.6870 9.1610
O 42.1340 38.6840 9.5410
O 42.0890 36.6370 9.4430
H 40.3180 38.8110 8.0460
H 39.6240 37.2540 8.4000
H 40.8760 37.5790 7.1240
C 45.4500 45.2610 4.8380
N 45.2200 43.8190 4.8630
O 45.3290 43.2500 5.8070
O 44.9610 43.1580 3.7840
H 44.4260 45.8230 5.0670
H 45.4860 45.6800 3.6800
H 46.3660 45.5950 5.5320
C 43.1660 41.4050 -1.6060
N 42.2060 41.9130 -0.5920
O 42.3470 41.7710 0.6160
O 41.1230 42.2920 -1.0370
H 43.9710 40.7310 -1.1250
H 43.6200 42.2930 -2.1460
H 42.5420 40.9870 -2.3670
C 41.1440 37.9830 1.2420
N 41.7490 37.7640 -0.1480
O 42.8240 38.3450 -0.4080
O 41.2190 36.8850 -0.8330
H 40.2120 37.4310 1.3250
H 41.1020 39.1360 1.3690
H 41.7630 37.6680 2.0240
C 44.4670 39.6210 7.3100
N 45.7870 38.9570 7.1580
O 46.4260 38.5680 8.1650
O 46.2820 39.0010 5.9870
H 44.3320 40.1790 6.2870
H 44.8590 40.2900 8.2640
H 43.7500 38.9410 7.6830
C 36.8100 40.5520 -0.2120
N 37.6920 39.5850 0.3360
O 37.4350 38.3490 0.3340
O 38.7420 39.9380 0.8080
H 36.7940 41.1200 0.7320
H 35.9280 40.3390 -0.5190
H 37.1970 41.0860 -0.9660
C 40.0520 44.9550 4.1540
N 41.3190 45.5090 4.2030
O 42.3390 44.8360 4.2510
O 41.3350 46.7530 4.3060
H 40.2410 44.2080 4.8350
H 39.8180 44.6420 3.2680
H 39.3480 45.7340 4.7130
```

Properties
- Energy relative to the best compared isomer or geometry (same formula, charge and spin): 0.000 eV


Entry 3:
# C39H61N15O14

A cluster of 15 separate species, C39H61N15O14 in total at a distorted geometry (ωB97M-V/def2-TZVPD, the OMol25 dataset).

XYZ file:
```
129
Properties=species:S:1:pos:R:3
N -4.0321 -4.2344 1.1107
C -4.3941 -4.3814 -0.1923
C -3.1001 -4.2894 -0.9473
C -1.9651 -4.0374 0.0277
C -2.6971 -3.9484 1.3417
H -4.7671 -4.4074 1.9167
H -5.3491 -4.6154 -0.8703
H -3.0921 -4.5044 -2.0573
H -0.7831 -3.8794 -0.2533
H -2.1341 -3.6874 2.1857
N -0.9671 -5.3914 4.5627
C -1.0441 -4.5424 5.6667
C -0.1351 -3.3734 5.4507
C 0.4499 -3.6494 4.1357
C -0.1721 -4.9094 3.6567
H -1.5321 -6.2184 4.5977
H -1.7341 -4.8414 6.3047
H 0.0029 -2.4934 6.1127
H 0.9779 -2.9154 3.3937
H -0.0831 -5.5074 2.8117
N -0.2601 2.0386 -7.4033
C 0.7149 1.2266 -7.7703
C 1.1669 0.5916 -6.4593
C 0.2739 1.0836 -5.4403
C -0.5421 2.1116 -6.0023
H -0.8531 2.6256 -8.0033
H 1.2579 1.2116 -8.7523
H 1.8599 -0.1004 -6.2183
H 0.4209 0.7406 -4.2263
H -1.2691 2.7886 -5.7603
N 4.9079 1.6346 -2.9143
C 3.6729 1.4956 -3.5783
C 2.6179 0.7776 -2.5903
C 3.5799 0.3876 -1.3303
C 4.9469 0.9726 -1.6733
H 5.5559 2.2126 -3.2243
H 3.3489 1.9666 -4.5573
H 1.4249 0.5206 -2.7863
H 3.2209 -0.0884 -0.4623
H 5.8939 1.0606 -1.1483
N -0.7231 0.1766 -1.0853
C 0.0069 -0.8874 -0.7033
C 0.6849 -0.6304 0.6637
C 0.3829 0.8496 0.8707
C -0.6991 1.2046 -0.2343
H -1.1761 0.3726 -1.9483
H -0.0321 -1.9724 -1.1013
H 1.2739 -1.3824 1.2137
H 0.9179 1.5386 1.5067
H -1.2851 2.2316 -0.5143
N 5.3719 -3.9394 -0.2653
C 5.0219 -4.9584 0.6557
C 4.0309 -4.3664 1.5937
C 3.9789 -2.8134 1.4097
C 4.8529 -2.6164 0.1737
H 5.9519 -3.8374 -1.1813
H 5.3829 -5.8514 0.6327
H 3.8389 -4.9074 2.3957
H 3.6879 -2.0094 1.9927
H 5.1679 -1.7494 -0.2663
N 1.1759 4.9766 -0.3363
C 1.4229 3.8496 -1.0753
C 0.9649 4.0946 -2.4123
C 0.4579 5.4846 -2.4743
C 0.6389 6.0086 -0.9933
H 1.2039 5.0886 0.6467
H 1.9549 2.8356 -0.6593
H 1.1739 3.4856 -3.2133
H -0.2161 5.7646 -3.4053
H 0.2579 6.9076 -0.5923
N -5.6481 5.2076 0.9677
C -5.0681 3.9066 0.7417
C -3.9121 4.0766 -0.3423
C -3.9861 5.6316 -0.6053
C -5.1411 6.1616 0.2997
H -6.3971 5.0686 1.6177
H -5.8291 3.1106 1.0997
H -3.5051 3.3256 -0.8953
H -3.2621 6.2626 -1.0593
H -5.5091 7.2436 0.5237
C -1.8291 4.2446 2.3727
N -1.9271 2.9096 3.0027
O -2.6621 2.1506 2.3887
O -0.9821 2.6956 3.8277
H -1.3491 4.9546 3.1147
H -2.7481 4.8006 1.8797
H -1.1491 4.1316 1.6827
C -3.5821 -0.6144 0.0327
N -4.9051 -0.0864 -0.2173
O -5.9201 -0.1454 0.5367
O -4.9821 0.4056 -1.2463
H -3.8081 -1.5874 0.6417
H -2.8921 -0.0644 0.5637
H -3.2941 -0.9854 -0.9733
C -1.2441 -0.6544 3.5087
N -2.4951 -0.3144 4.3087
O -3.5731 -0.4554 3.8607
O -2.3131 -0.0144 5.5577
H -0.2151 -0.5114 3.9767
H -1.4131 0.0576 2.6477
H -1.5351 -1.5184 3.1167
C 2.6749 -5.5214 -1.3143
N 1.6299 -5.4094 -2.3733
O 0.9199 -4.4134 -2.4273
O 1.4679 -6.3994 -3.1353
H 3.6109 -5.7924 -1.8553
H 2.3329 -6.4664 -0.7803
H 2.5079 -4.5654 -0.7713
C 2.9609 3.1426 2.8637
N 2.9779 4.5396 2.2147
O 1.9129 5.0586 2.0977
O 4.0659 4.9226 1.7757
H 3.1009 2.5096 1.9897
H 2.0199 2.7956 3.3687
H 3.6899 3.1096 3.6047
C 4.3939 -0.7714 4.9447
N 3.0629 -0.4944 4.5937
O 2.7139 -0.0734 3.4967
O 2.2289 -0.8704 5.4807
H 4.9969 -0.8764 4.0047
H 4.4169 -1.8144 5.4327
H 5.0339 0.2226 5.4237
C -3.3891 -0.5504 -5.5293
N -2.3851 -0.7404 -4.4853
O -2.2951 0.2246 -3.6283
O -1.8831 -1.7444 -4.3473
H -2.8871 -0.4614 -6.4843
H -4.0761 0.2856 -5.4663
H -3.7911 -1.6194 -5.5743
```

Properties
- Energy relative to the best compared isomer or geometry (same formula, charge and spin): 3.426 eV


Entry 4:
# C39H63AsClP3RuSSi

A structure of composition C39H63AsClP3RuSSi (ωB97M-V/def2-TZVPD, the OMol25 dataset).

XYZ file:
```
110
Properties=species:S:1:pos:R:3
Ru 0.0693 0.5443 0.3840
C 3.0548 3.0976 -0.8155
C 1.9082 3.6809 0.0007
C 1.7900 5.1680 -0.3388
P 0.3205 2.7287 -0.2025
C -0.9370 3.5684 0.8602
C -0.3887 3.6781 2.2889
C -1.5646 4.8961 0.4321
C 0.0259 2.9508 -1.9956
C -0.3674 4.1344 -2.6222
C -0.4233 4.2001 -4.0063
C -0.0729 3.0946 -4.7735
C 0.3164 1.9194 -4.1502
C 0.3725 1.8305 -2.7584
Si 0.8354 0.2492 -1.8248
C -0.1395 -1.0886 -2.6925
C 0.3212 -1.9920 -3.6491
C -0.5791 -2.7743 -4.3560
C -1.9450 -2.6328 -4.1353
C -2.4116 -1.7586 -3.1670
C -1.5031 -1.0224 -2.4053
P -1.9724 0.0396 -0.9922
C -3.3008 1.1354 -1.7093
C -3.6111 2.3601 -0.8549
C -3.0413 1.5856 -3.1477
C -2.9371 -1.1010 0.1260
C -2.0280 -2.1657 0.7347
C -4.1651 -1.8106 -0.4471
C 2.6579 -0.0842 -2.0227
C 3.3555 -0.1210 -3.2320
C 4.6950 -0.4702 -3.2535
C 5.3492 -0.7917 -2.0682
C 4.6703 -0.7511 -0.8620
C 3.3208 -0.3951 -0.8386
P 2.3076 -0.3186 0.6942
C 3.5045 0.5165 1.8801
C 2.9020 1.4654 2.9120
C 4.4233 -0.4628 2.6212
C 2.3268 -2.1557 1.0365
C 1.5986 -2.8705 -0.1077
C 1.8224 -2.7014 2.3702
H 3.9801 3.6169 -0.5585
H 2.8806 3.2331 -1.8856
H 3.2086 2.0407 -0.6448
H 2.1467 3.6071 1.0620
H 1.5496 5.3217 -1.3901
H 2.7616 5.6316 -0.1565
H 1.0636 5.6961 0.2726
H -1.7428 2.8297 0.8777
H 0.3501 4.4807 2.3632
H 0.0566 2.7489 2.6425
H -1.2126 3.9086 2.9646
H -0.8473 5.7088 0.3509
H -2.2856 5.1784 1.2025
H -2.1123 4.8253 -0.5059
H -0.6272 5.0101 -2.0443
H -0.7407 5.1163 -4.4874
H -0.1182 3.1495 -5.8538
H 0.5539 1.0521 -4.7588
H 1.3824 -2.0711 -3.8586
H -0.2232 -3.4774 -5.0983
H -2.6494 -3.2114 -4.7188
H -3.4776 -1.6513 -3.0215
H -4.1755 0.4835 -1.7025
H -2.7965 3.0787 -0.9421
H -3.7601 2.1294 0.2007
H -4.5145 2.8424 -1.2341
H -2.2062 2.2835 -3.1920
H -3.9290 2.1102 -3.5084
H -2.8366 0.7657 -3.8327
H -3.2588 -0.4148 0.9148
H -1.7330 -2.8959 -0.0238
H -2.5655 -2.7015 1.5206
H -1.1327 -1.7581 1.2002
H -3.8871 -2.5913 -1.1537
H -4.8894 -1.1491 -0.9219
H -4.6829 -2.3063 0.3784
H 2.8587 0.1414 -4.1599
H 5.2361 -0.4937 -4.1906
H 6.3939 -1.0737 -2.0880
H 5.2032 -0.9894 0.0482
H 4.1115 1.1059 1.1891
H 2.4000 0.9154 3.7043
H 2.1673 2.1390 2.4847
H 3.7046 2.0576 3.3575
H 3.8950 -0.9435 3.4429
H 5.2530 0.1009 3.0518
H 4.8527 -1.2434 1.9976
H 3.3933 -2.3784 0.9517
H 0.5461 -2.5870 -0.1371
H 1.6432 -3.9494 0.0540
H 2.0327 -2.6626 -1.0859
H 0.7347 -2.7356 2.3936
H 2.1455 -2.1289 3.2356
H 2.1974 -3.7223 2.4756
Cl 0.1381 -0.0260 2.6989
C -4.7712 1.6090 5.5703
As -4.6499 0.7517 3.8519
C -6.3730 1.0235 3.0335
C -4.5455 -1.1361 4.2129
S -3.0523 1.4556 2.7152
H -5.6617 1.2770 6.1028
H -4.8114 2.6830 5.4030
H -3.8784 1.3665 6.1424
H -7.1725 0.7390 3.7170
H -6.4327 0.4260 2.1257
H -6.4596 2.0776 2.7790
H -5.3387 -1.4367 4.8964
H -3.5714 -1.3437 4.6504
H -4.6421 -1.6763 3.2728
```

Properties
- Charge: +1
- Expectation value of S²: 0.757
- Multiplicity: 2
- Energy relative to the best compared isomer or geometry (same formula, charge and spin): 0.000 eV